No. 1
Density functional theory data (ωB97M-V/def2-TZVPD) for C16H16O6Pd as an isolated structure.

Geometry as XYZ:
```
39
Properties=species:S:1:pos:R:3:forces:R:3
Pd -0.2236 1.6164 -1.7843 -0.2 -0.3 0.2
O 2.0659 -1.7575 -1.7142 -0.1 0.0 0.0
C 1.6878 -0.6184 -1.5182 0.1 -0.1 0.2
O 0.6733 -0.1243 -2.1761 -0.1 0.2 -0.2
C 2.3575 0.1842 -0.4034 0.0 0.1 0.0
C 1.4407 0.3371 0.8303 0.0 0.0 0.0
C 2.2999 0.6460 2.0625 0.0 0.0 0.0
C 2.6843 2.1255 1.8001 0.0 0.0 0.0
C 1.9724 2.3858 0.4664 0.1 0.0 0.0
O 0.7791 1.5938 0.6075 0.0 0.1 -0.1
C 2.7565 1.6706 -0.6563 0.0 -0.1 0.0
C 2.5323 2.2219 -2.0616 0.0 0.0 0.1
O 3.4717 2.4218 -2.7913 0.0 0.1 0.0
O 1.3001 2.5688 -2.4031 0.0 0.0 -0.1
H 3.2333 -0.4031 -0.1413 0.0 0.0 0.0
H 0.6986 -0.4501 0.9495 0.0 0.0 0.0
H 1.7075 0.5465 2.9708 0.0 0.0 0.0
H 3.1593 -0.0179 2.1411 0.0 0.0 0.0
H 2.2939 2.7821 2.5760 0.0 0.0 0.0
H 3.7591 2.2850 1.7287 0.0 0.0 0.0
H 1.7043 3.4180 0.2583 0.0 0.0 0.0
H 3.8263 1.7866 -0.4971 0.0 0.0 0.0
C -4.2617 0.7006 -0.2309 0.0 -0.1 0.0
C -2.8952 0.1925 -0.5983 -0.2 0.4 0.1
O -2.1643 0.9841 -1.1990 0.3 -0.2 -0.1
C -2.5196 -1.1788 -0.2199 0.1 0.0 -0.1
C -3.2556 -1.8769 0.7451 0.0 0.0 0.0
C -2.8808 -3.1554 1.1124 0.0 0.0 0.0
C -1.7792 -3.7572 0.5125 0.0 0.0 0.0
C -1.0620 -3.0833 -0.4648 0.0 0.0 0.0
C -1.4349 -1.7997 -0.8345 0.1 -0.2 0.0
H -4.3764 1.7185 -0.5900 0.0 0.0 0.0
H -4.3919 0.6817 0.8515 0.0 0.0 0.0
H -5.0323 0.0618 -0.6644 0.0 0.0 0.0
H -4.1104 -1.4213 1.2250 0.0 0.0 0.0
H -3.4453 -3.6843 1.8686 0.0 0.0 0.0
H -1.4876 -4.7577 0.8051 0.0 0.0 0.0
H -0.2082 -3.5382 -0.9496 0.0 0.0 0.0
H -0.8749 -1.3056 -1.6127 0.0 0.1 0.0
```
Positions in Å, forces in eV/Å.

Output
Largest force on an atom, eV/Å: 0.43
Kohn-Sham gap (spin up / spin down), eV: 7.9 / 7.9
Total energy, eV: -32615.3941
HOMO energy (spin up / spin down), eV: -9.2438 / -9.2695

natural (NBO) population analysis, charges in e, atoms 1 to 2: atom 1 (Pd): 1.127, atom 2 (O): -0.624

=====

No. 2
Density functional theory data (ωB97M-V/def2-TZVPD) for a 2-piece molecular cluster, C4H14N2O overall at a distorted geometry.

Geometry as XYZ:
```
21
Properties=species:S:1:pos:R:3:forces:R:3
C 1.9234 -0.6755 -1.3890 -2.0 1.7 1.0
C 1.5736 -0.0467 0.0577 -0.6 -2.9 -0.1
C 0.0244 -0.0467 0.4020 2.4 -1.9 1.1
N -0.1507 1.2270 1.0639 -3.5 1.1 -1.0
C -0.3803 -1.2857 1.3097 0.0 -0.9 -0.5
N -1.8588 -1.2272 1.5091 0.9 3.2 1.8
H 2.7232 -1.3157 -1.1108 0.8 -0.6 -1.1
H 1.1030 -1.1258 -2.0383 0.8 -0.1 1.6
H 2.1295 0.2047 -1.9685 1.2 0.1 -0.6
H 1.9157 0.9602 0.2356 0.3 0.3 -0.6
H 2.2040 -0.7027 0.7526 -1.2 0.9 -0.4
H -0.4908 -0.2865 -0.5371 -0.4 1.1 0.3
H -1.1886 1.5255 1.1123 2.3 -0.8 0.2
H 0.2292 1.1400 1.9867 0.0 0.2 0.6
H -0.1856 -2.2512 0.7184 -0.2 1.4 0.7
H 0.2645 -1.4203 2.2595 -1.0 0.6 -1.2
H -2.2807 -2.0959 1.6149 -0.6 -1.8 0.3
H -2.1581 -0.6299 2.3655 0.9 -1.4 -2.0
O -0.9694 1.8770 -2.6516 -2.6 5.6 -5.7
H -1.0310 1.1290 -2.2567 -1.6 -8.3 3.7
H -0.2598 2.1814 -2.2142 4.2 2.7 2.1
```
Positions in Å, forces in eV/Å.

Output
Largest force on an atom, eV/Å: 9.17
Kohn-Sham gap, eV: 10.1
Total energy, eV: -9400.6019
HOMO energy, eV: -9.1370
Structure (SMILES): CC[C@H](N)CN.O

natural (NBO) population analysis, charges in e, atoms 1 to 2: atom 1 (C): -0.635, atom 2 (C): -0.401

=====

No. 3
Density functional theory data (ωB97M-V/def2-TZVPD) for a 3-piece molecular cluster, C13H34BrN7O4P overall.

Geometry as XYZ:
```
60
Properties=species:S:1:pos:R:3:forces:R:3
C 2.9915 -4.0569 0.3865 0.0 0.1 -0.3
C 2.5559 -4.0089 -1.0775 0.3 -0.2 0.2
O 2.1776 -2.6866 -1.4924 -0.1 -0.1 -0.1
C 0.8426 -2.4114 -1.2252 -0.2 0.2 0.2
N 0.6501 -1.0360 -1.6883 -0.1 0.0 -0.1
C -0.2600 -0.1986 -1.2972 -0.3 0.4 0.3
N -1.1631 -0.4670 -0.3037 0.5 0.2 -0.1
P -2.6240 -1.4440 -0.6822 -0.4 -0.2 0.0
C -3.4537 -0.3850 -1.9252 0.1 0.1 0.0
C -3.1565 -0.8099 -3.3753 0.3 0.5 0.1
C -3.5599 -1.0441 0.8471 0.3 0.0 -0.1
C -3.3454 -2.0896 1.9446 0.0 0.3 0.1
N -0.3154 1.1165 -1.8115 0.1 -0.6 -0.4
Br -0.0676 1.1782 -3.6895 0.2 -0.1 0.0
C 0.7351 1.9314 -1.0916 -0.2 0.1 0.6
C 0.1723 2.5058 0.2090 0.0 -0.1 -0.2
C 0.8186 3.8372 0.5602 0.1 -0.1 0.1
O 0.3903 1.5134 1.2052 0.1 -0.1 -0.3
H 2.1805 -4.3226 1.0607 0.0 0.1 0.1
H 3.7929 -4.7858 0.4909 -0.1 -0.1 0.1
H 3.4023 -3.0868 0.6708 0.0 0.0 0.1
H 1.7371 -4.7051 -1.2701 0.0 0.0 -0.1
H 3.3846 -4.2942 -1.7224 0.0 0.1 -0.1
H 0.1534 -3.0735 -1.7574 0.1 -0.1 -0.1
H 0.6070 -2.4613 -0.1566 0.1 0.0 0.0
H 1.3340 -0.7147 -2.3735 0.2 0.0 0.0
H -0.6944 -0.8240 0.5262 0.0 -0.2 0.0
H -4.5210 -0.4769 -1.7182 0.0 0.0 0.0
H -3.1990 0.6623 -1.7428 0.0 0.0 0.0
H -3.0114 0.0757 -3.9949 -0.1 -0.1 -0.1
H -2.2243 -1.3754 -3.4411 -0.1 -0.2 -0.1
H -3.9691 -1.3907 -3.7999 0.1 -0.2 0.0
H -3.2343 -0.0603 1.1913 -0.2 0.1 0.0
H -4.6066 -0.9663 0.5473 0.0 -0.1 0.1
H -3.4150 -3.1059 1.5622 -0.1 0.0 0.0
H -4.0859 -1.9477 2.7318 0.0 -0.1 0.0
H -2.3633 -1.9597 2.4055 0.0 -0.1 0.0
H 1.1140 2.6903 -1.7667 -0.2 0.0 -0.1
H 1.5698 1.2935 -0.7995 0.1 0.1 -0.2
H -0.9068 2.6426 0.0633 0.0 0.1 0.0
H 0.8309 4.5113 -0.2946 0.0 0.0 0.0
H 1.8434 3.6783 0.8972 0.1 0.0 -0.1
H 0.2800 4.3217 1.3738 0.0 0.0 0.0
H 0.4850 1.9429 2.0685 -0.2 0.2 0.4
C 3.8097 0.8111 -1.6689 0.2 0.0 0.0
O 3.7317 1.9880 -1.9656 0.0 0.0 0.0
N 3.6909 -0.1896 -2.6027 -0.4 -0.1 0.0
N 3.9830 0.3835 -0.3820 -0.2 0.0 0.0
H 3.7303 -1.1666 -2.3743 0.1 0.0 0.0
H 3.5746 0.0857 -3.5610 0.2 0.1 0.0
H 4.0822 1.0875 0.3262 0.0 0.0 0.0
H 4.0595 -0.5821 -0.1242 0.1 0.0 0.0
C -0.8728 2.8961 4.2755 -0.1 0.1 0.1
O 0.1988 2.7025 3.7099 0.1 -0.1 -0.1
N -0.9993 2.7849 5.6236 0.0 0.0 -0.1
N -2.0039 3.2428 3.5961 0.1 -0.1 0.0
H -1.8572 2.9487 6.1146 0.0 0.0 0.0
H -0.1780 2.5402 6.1445 0.0 0.0 0.0
H -1.9369 3.3399 2.6010 0.0 0.0 0.0
H -2.8846 3.4152 4.0422 0.0 0.0 0.0
```
Positions in Å, forces in eV/Å.

Output
Largest force on an atom, eV/Å: 0.70
Kohn-Sham gap, eV: 8.1
Total energy, eV: -111979.5532
HOMO energy, eV: -11.5851
Net charge: +1

natural (NBO) population analysis, charges in e, atoms 1 to 2: atom 1 (C): -0.648, atom 2 (C): -0.074

=====

No. 4
Density functional theory data (ωB97M-V/def2-TZVPD) for a 2-piece molecular cluster, C4H9NO overall.

Geometry as XYZ:
```
15
Properties=species:S:1:pos:R:3:forces:R:3
C 0.5775 -1.4807 -2.3365 0.0 0.0 0.1
C 0.2307 -1.1271 -1.1248 -0.1 0.1 0.4
N -0.0187 -0.7465 0.0132 0.2 -0.3 -0.8
C -0.8652 -1.5120 0.9227 -0.1 -0.1 0.1
H 1.4564 -2.1000 -2.4750 -0.1 0.1 0.0
H 0.0146 -1.1504 -3.2011 0.0 0.0 0.2
H -1.3436 -2.3687 0.4352 0.1 0.1 0.0
H -0.2410 -1.8658 1.7478 -0.1 0.1 -0.1
H -1.6288 -0.8502 1.3393 0.1 -0.1 -0.1
C 0.1116 2.4855 0.8303 -0.4 0.3 0.1
O 1.3003 1.7402 0.7960 0.1 -0.3 -0.1
H -0.2906 2.6957 -0.1742 0.1 -0.1 0.2
H 0.3312 3.4423 1.3133 -0.1 -0.1 -0.1
H -0.6823 1.9880 1.4115 0.2 0.1 -0.1
H 1.0478 0.8496 0.5023 0.1 0.1 0.1
```
Positions in Å, forces in eV/Å.

Output
Largest force on an atom, eV/Å: 0.83
Kohn-Sham gap, eV: 10.2
Total energy, eV: -7829.5740
HOMO energy, eV: -9.3911
Structure (SMILES): C=C=NC.CO

natural (NBO) population analysis, charges in e, atoms 1 to 2: atom 1 (C): -0.626, atom 2 (C): 0.428

=====

Let's list energy above the lowest of the compared OMol25 structures with the same formula, charge and spin in order: 0.000 3.005 0.000 2.746 eV.